Run a
Density functional theory data (wB97M-V/def2-TZVPD) for 2 unconnected molecules or ions with the total composition C4H2BrO2.

Each line ends with the Löwdin charge.
Cartesian coordinates (Å):
Br: -2.935 0.932 0.054  0.6337
O: -3.138 -2.036 -0.064  -0.0861
O: -1.008 -2.587 0.401  -0.0396
C: -1.480 -0.304 -0.079  -0.6903
C: 0.677 0.486 1.155  0.1033
C: -0.320 0.138 0.579  -0.2970
C: -1.944 -1.854 0.112  -0.8375
H: 1.533 0.757 1.695  0.0012
H: -1.089 -0.221 -1.668  0.2123

Values from the calculation:
- Kohn-Sham gap: 8.1 eV
- Total charge: -1
- HOMO: -4.622 eV

Run b
Density functional theory data (wB97M-V/def2-TZVPD) for a gas-phase ion, C4H2BrO2 (charge -1).

Each line ends with the Löwdin charge.
Cartesian coordinates (Å):
Br: -1.973 1.766 -0.287  0.5679
O: -1.439 -1.406 0.946  -0.0468
O: -0.139 -1.945 -0.689  -0.0434
C: 1.879 0.746 0.721  0.0695
C: 0.799 0.761 0.202  -0.1277
C: -0.596 0.393 -0.489  -0.6147
C: -0.788 -1.129 -0.046  -0.8414
H: -0.432 0.416 -1.574  0.0554
H: 2.688 0.398 1.215  -0.0189

Values from the calculation:
- Kohn-Sham gap (spin up / spin down): 7.8 / 7.7 eV
- Structure (SMILES): C#C[C@H](Br)C(=O)[O-]
- Total charge: -1
- HOMO (spin up / spin down): -4.437 / -4.437 eV

Going by the energies, run b is most stable and the next is 119.3 kJ/mol up.

Run a
Density functional theory data (wB97M-V/def2-TZVPD) for a gas-phase ion, C4H10N3S (charge +1).

Each line ends with the Löwdin charge.
Cartesian coordinates (Å):
S: -1.297 1.780 -0.928  0.8889
N: -1.987 2.635 0.469  -0.2584
N: 1.205 1.890 0.841  0.1868
N: 0.501 -0.322 -0.397  -0.2228
C: -0.577 0.534 0.045  -0.4647
C: -0.165 -1.535 -0.970  0.0344
C: 1.567 -0.468 0.659  -0.0745
C: 1.959 0.951 1.009  -0.2537
H: -0.932 -1.181 -1.633  0.0981
H: 0.663 -2.115 -1.567  0.1546
H: -2.860 3.056 0.233  0.0211
H: 2.319 -1.238 0.420  0.1408
H: 2.892 1.329 1.421  0.1312
H: 1.146 -0.920 1.658  0.1779
H: -0.410 -2.172 -0.164  0.0948
H: -0.846 0.153 1.117  0.1577
H: 0.857 0.201 -1.142  0.1339
H: -1.350 3.397 0.778  0.0540

Values from the calculation:
- Kohn-Sham gap (spin up / spin down): 7.7 / 8.6 eV
- Total charge: +1
- HOMO (spin up / spin down): -11.961 / -12.928 eV

Run b
Density functional theory data (wB97M-V/def2-TZVPD) for a gas-phase ion, C4H10N3S (charge +1).

Each line ends with the Löwdin charge.
Cartesian coordinates (Å):
S: 0.941 -1.601 -1.115  0.9788
N: 1.683 0.916 -0.705  -0.0767
N: -0.368 0.326 0.262  -0.1591
N: 2.894 1.039 -0.472  0.1343
C: -0.572 0.844 1.626  0.0222
C: -1.337 -0.734 -0.115  -0.1780
C: 1.028 -0.139 0.019  -0.5576
C: -0.836 -1.308 -1.423  -0.4066
H: -1.574 1.258 1.720  0.1169
H: -2.340 -0.311 -0.201  0.1489
H: -1.293 -2.265 -1.664  0.0962
H: -0.474 1.106 -0.405  0.1862
H: -1.331 -1.499 0.666  0.1444
H: 3.303 1.772 -1.065  0.0933
H: -0.961 -0.624 -2.263  0.0920
H: 1.534 -0.444 0.944  0.1299
H: 0.154 1.626 1.842  0.1166
H: -0.452 0.038 2.348  0.1184

Values from the calculation:
- Kohn-Sham gap: 9.6 eV
- Structure (SMILES): [H]/N=N/[C@@H]1SCC[N@H+]1C
- Total charge: +1
- HOMO: -13.475 eV

Going by the energies, run b is most stable and the next is 335.6 kJ/mol up.

Run a
Density functional theory data (wB97M-V/def2-TZVPD) for a molecular structure, C4H7BiO2.

Each line ends with the Löwdin charge.
Cartesian coordinates (Å):
Bi: -0.613 3.285 1.960  1.7327
O: 1.232 1.319 1.384  -0.2111
O: -0.589 -0.580 -2.963  0.1237
C: -0.125 -0.041 0.400  -0.2423
C: 0.908 0.107 1.471  -0.1147
C: -0.862 -0.883 -1.827  -0.2370
C: 0.180 -1.026 -0.741  -0.1400
H: 1.736 -0.616 1.523  0.1923
H: -0.969 1.493 0.857  0.0096
H: 0.096 -2.055 -0.352  0.1497
H: 0.679 1.067 -0.037  0.2983
H: -0.956 -0.537 0.946  0.1569
H: 1.176 -0.851 -1.166  0.1404
H: -1.895 -0.683 -1.457  0.1414

Values from the calculation:
- Kohn-Sham gap (spin up / spin down): 3.4 / 3.3 eV
- Total charge: +2
- HOMO (spin up / spin down): -16.523 / -16.486 eV

Run b
Density functional theory data (wB97M-V/def2-TZVPD) for a molecular structure, C4H7BiO2.

Each line ends with the Löwdin charge.
Cartesian coordinates (Å):
Bi: 3.188 1.092 -0.178  1.8437
O: -3.343 -1.978 -0.591  0.0328
O: 2.299 -0.550 -0.362  -0.5089
C: -1.226 -1.436 0.604  -0.1127
C: -2.067 -1.249 -0.650  -0.1814
C: 0.030 -0.643 0.375  0.0327
C: 1.147 -1.168 -0.169  -0.1383
H: 1.126 -2.212 -0.521  0.1815
H: -1.002 -2.503 0.749  0.1557
H: -1.556 -1.661 -1.531  0.1414
H: -3.879 -1.596 0.109  0.1100
H: -1.783 -1.048 1.473  0.1530
H: -2.287 -0.181 -0.825  0.1462
H: 0.048 0.400 0.713  0.1446

Values from the calculation:
- Kohn-Sham gap (spin up / spin down): 6.2 / 4.9 eV
- Total charge: +2
- HOMO (spin up / spin down): -18.079 / -17.168 eV

Going by the energies, run b is most stable and the next is 585.4 kJ/mol up.

Run a
Density functional theory data (wB97M-V/def2-TZVPD) for 2 unconnected molecules or ions with the total composition CH3FIN.

Each line ends with the Löwdin spin population.
Cartesian coordinates (Å):
I: -0.242 2.216 0.639  0.2355
F: -2.304 0.261 -0.374  0.7063
N: -0.313 0.266 0.688  0.9012
C: 0.534 -0.504 -0.117  0.0951
H: 0.036 -1.458 -0.306  0.0071
H: 0.884 -0.056 -1.049  0.0184
H: 1.405 -0.725 0.519  0.0364

Values from the calculation:
- Kohn-Sham gap (spin up / spin down): 9.2 / 6.2 eV
- Spin multiplicity: 3
- Expectation value of S²: 2.0162
- HOMO (spin up / spin down): -9.419 / -9.517 eV

Run b
Density functional theory data (wB97M-V/def2-TZVPD) for 2 unconnected molecules or ions with the total composition CH3FIN.

Each line ends with the Löwdin spin population.
Cartesian coordinates (Å):
I: 0.943 -1.883 -2.293  0.3490
F: 1.554 -1.348 0.421  0.3014
N: -1.152 0.888 0.498  0.0129
C: 1.470 -0.719 -0.732  1.3246
H: -1.704 1.432 1.290  0.0009
H: -0.668 1.310 -0.264  0.0062
H: -0.443 0.320 1.080  0.0049

Values from the calculation:
- Kohn-Sham gap (spin up / spin down): 8.7 / 7.7 eV
- Spin multiplicity: 3
- Expectation value of S²: 2.0082
- HOMO (spin up / spin down): -8.202 / -9.739 eV

Going by the energies, run b is most stable and the next is 65.9 kJ/mol up.

Run a
Density functional theory data (wB97M-V/def2-TZVPD) for 2 unconnected molecules or ions with the total composition C7H11N3O.

Each line ends with the Löwdin charge.
Cartesian coordinates (Å):
O: -1.978 1.610 1.988  -0.0105
N: 0.338 0.020 -0.011  0.0187
N: -0.385 -0.200 -1.162  0.0384
N: -2.800 1.000 -0.240  0.1541
C: 1.113 -1.807 -1.078  -0.0491
C: -0.585 -1.801 -3.032  -0.0256
C: 1.313 -0.890 -0.038  -0.1630
C: -2.357 1.235 0.776  -0.3213
C: 0.432 1.933 2.395  -0.0739
C: -0.780 1.065 2.635  -0.1887
C: 0.129 -1.238 -1.848  -0.3096
H: 1.290 1.509 2.743  0.0434
H: -1.076 0.902 3.672  0.1261
H: 0.680 2.154 1.335  0.0832
H: 2.140 -0.896 0.814  0.1424
H: -1.493 -2.298 -2.842  0.0628
H: 0.016 -2.466 -3.647  0.0823
H: -1.142 0.430 -1.369  0.0986
H: -1.016 -1.097 -3.714  0.0690
H: 1.553 -2.665 -1.438  0.0758
H: -0.598 0.111 2.197  0.0826
H: 0.266 2.905 2.781  0.0643

Values from the calculation:
- Kohn-Sham gap: 10.0 eV
- Structure (SMILES): Cc1ccn[nH]1.CCOC#N
- HOMO: -9.049 eV

Run b
Density functional theory data (wB97M-V/def2-TZVPD) for 2 unconnected molecules or ions with the total composition C7H11N3O.

Each line ends with the Löwdin charge.
Cartesian coordinates (Å):
O: 1.185 -2.987 1.657  0.0267
N: -0.624 0.963 -0.362  0.0451
N: 0.085 3.125 -2.043  0.0745
N: -0.335 -1.631 0.676  -0.0219
C: -1.123 2.196 -0.194  -0.1038
C: 0.234 0.826 -1.382  -0.1211
C: -0.773 3.261 -1.022  -0.1217
C: 0.824 -1.853 1.357  -0.5597
C: -1.189 -2.733 0.280  -0.0865
C: 0.584 1.892 -2.211  -0.1164
C: 1.614 -0.609 1.705  -0.0141
H: -1.830 2.337 0.635  0.1152
H: 0.659 -0.174 -1.544  0.1167
H: 1.024 0.067 2.347  0.0842
H: 1.291 1.751 -3.040  0.1124
H: -0.653 -3.426 -0.391  0.0852
H: -1.540 -3.297 1.160  0.0856
H: 2.526 -0.905 2.251  0.0851
H: -2.067 -2.334 -0.255  0.0818
H: 1.910 -0.061 0.795  0.0657
H: -0.602 -0.671 0.444  0.0559
H: -1.198 4.261 -0.861  0.1109

Values from the calculation:
- Kohn-Sham gap: 9.0 eV
- Structure (SMILES): CNC(C)=O.c1cnccn1
- HOMO: -9.194 eV

Going by the energies, run b is most stable and the next is 228.9 kJ/mol up.

Run a
Density functional theory data (wB97M-V/def2-TZVPD) for 2 unconnected molecules or ions with the total composition CH3O3S.

Each line ends with the Löwdin charge.
Cartesian coordinates (Å):
S: -1.576 0.185 0.071  0.4026
O: -1.831 -1.107 0.679  -0.4477
O: -1.924 1.317 0.920  -0.4467
O: -1.997 0.246 -1.316  -0.4464
C: 1.896 -0.097 0.069  0.0944
H: 0.940 -0.304 0.447  -0.0808
H: 2.374 -0.954 -0.291  -0.0491
H: 2.119 0.713 -0.580  -0.0263

Values from the calculation:
- Kohn-Sham gap (spin up / spin down): 6.2 / 9.0 eV
- Total charge: -1
- HOMO (spin up / spin down): -3.095 / -5.027 eV

Run b
Density functional theory data (wB97M-V/def2-TZVPD) for a molecular structure, CH3O3S.

Each line ends with the Löwdin charge.
Cartesian coordinates (Å):
S: -0.054 -1.861 -0.628  0.6240
O: 1.635 1.364 0.536  -0.0543
O: 1.092 -0.718 0.177  -0.3844
O: -0.869 -1.004 -1.584  -0.7943
C: 0.971 0.528 -0.070  -0.5993
H: -1.249 0.171 1.321  0.0432
H: 0.067 0.675 -0.791  0.1048
H: -1.592 0.844 1.040  0.0602

Values from the calculation:
- Kohn-Sham gap: 6.4 eV
- Total charge: -1
- HOMO: -2.442 eV

Going by the energies, run b is most stable and the next is 87.0 kJ/mol up.

Run a
Density functional theory data (wB97M-V/def2-TZVPD) for a molecular structure, C7H10N3S.

Each line ends with the Löwdin charge.
Cartesian coordinates (Å):
S: 0.595 -3.364 -2.192  1.0616
N: -0.076 1.017 -0.532  -0.0613
N: -0.389 -2.928 -0.862  -0.2481
N: -1.432 1.479 1.435  0.0801
C: -1.273 1.632 0.033  -0.2022
C: 1.177 -1.818 -1.741  -0.3016
C: -0.212 -0.624 1.622  0.0092
C: 1.158 1.723 -0.235  -0.0405
C: 0.350 -1.742 -0.625  -0.4463
C: -0.936 0.549 2.120  -0.1316
C: 0.074 -0.830 0.360  0.0741
H: 2.013 1.136 -0.564  0.0968
H: -0.680 -3.564 -0.130  0.1147
H: 1.895 -1.180 -2.212  0.0772
H: -2.174 1.227 -0.449  0.1530
H: 1.176 2.694 -0.734  0.1073
H: 0.048 -1.372 2.363  0.1390
H: -1.255 2.716 -0.161  0.1428
H: -0.163 0.784 -1.515  0.1489
H: -1.128 0.578 3.184  0.1237
H: 1.233 1.888 0.838  0.1034

Values from the calculation:
- Kohn-Sham gap: 7.8 eV
- Total charge: +1
- HOMO: -12.629 eV

Run b
Density functional theory data (wB97M-V/def2-TZVPD) for a gas-phase ion, C7H10N3S (charge +1).

Each line ends with the Löwdin charge.
Cartesian coordinates (Å):
S: -2.289 -1.349 1.588  1.0834
N: 2.198 0.475 0.666  0.0522
N: 1.580 -0.209 1.389  0.1273
N: 0.017 1.355 0.365  0.1548
C: -1.633 -2.497 -0.587  -0.1852
C: -0.851 -0.846 0.809  -0.5444
C: -2.562 -2.570 0.403  -0.3747
C: 0.018 0.248 1.344  -0.2375
C: 1.697 1.831 -1.496  0.0042
C: 1.480 1.634 0.025  -0.2289
C: -0.643 -1.481 -0.459  -0.0888
H: -0.482 0.801 -0.414  0.1905
H: -0.179 0.348 2.397  0.1420
H: 1.101 2.721 -1.801  0.1109
H: 1.366 1.054 -2.116  0.0686
H: 1.864 2.505 0.607  0.1717
H: 2.660 2.110 -1.688  0.0585
H: -1.698 -3.407 -1.343  0.1642
H: 0.225 -1.529 -1.029  0.0947
H: -3.338 -3.280 0.678  0.0828
H: -0.533 2.088 0.662  0.1537

Values from the calculation:
- Kohn-Sham gap: 9.5 eV
- Structure (SMILES): C[C@@H]1N=N[C@H](c2cccs2)[NH2+]1
- Total charge: +1
- HOMO: -12.914 eV

Going by the energies, run b is most stable and the next is 120.5 kJ/mol up.